--- 1 ---
C8H9NO2S | ωB97M-V/def2-TZVPD

The HOMO energy (alpha / beta) is -8.64 / -8.64 eV. As for the HOMO-LUMO gap (alpha / beta): 7.14 / 7.14 eV.

```
21
Properties=species:S:1:pos:R:3:nbo_charge:R:1
C 0.73 -2.14 -1.97 -0.103
C 0.49 -1.23 -2.96 -0.231
C 1.28 -1.85 -0.75 -0.264
C 0.43 0.12 -2.60 -0.063
C 1.33 -0.56 -0.38 -0.103
C 0.74 0.43 -1.21 -0.323
C -0.02 1.31 -0.43 -0.070
C -2.30 1.07 2.58 -0.393
N -0.99 0.96 1.85 -0.891
O 0.64 2.97 1.60 -0.939
O 1.80 1.09 1.94 -0.921
S 0.55 1.57 1.40 2.135
H 0.56 -3.14 -2.24 0.210
H 0.18 -1.58 -3.88 0.219
H 1.73 -2.60 -0.13 0.228
H -0.12 0.71 -3.31 0.233
H 1.72 -0.30 0.62 0.269
H -3.04 0.71 1.81 0.211
H -2.25 0.44 3.51 0.201
H -2.60 2.09 2.84 0.225
H -0.87 -0.06 1.72 0.370
```

--- 2 ---
C8H9NO2S | ωB97M-V/def2-TZVPD

The HOMO energy is -8.90 eV. As for the HOMO-LUMO gap: 8.83 eV. The SMILES is COC(=O)c1ccc(SC)cn1.

```
21
Properties=species:S:1:pos:R:3:nbo_charge:R:1
C -3.46 -2.37 0.89 -0.266
C -1.35 -1.50 1.17 0.760
C -0.18 -0.92 0.42 0.052
C -0.25 -0.56 -0.89 -0.210
C 0.73 0.19 -1.55 -0.179
C 1.84 0.62 -0.78 -0.214
C 2.53 3.27 -0.62 -0.740
C 1.88 0.15 0.55 0.041
H -4.19 -2.66 0.12 0.195
H -3.98 -1.61 1.47 0.192
H -3.24 -3.22 1.51 0.200
H -1.15 -0.80 -1.48 0.233
H 0.62 0.39 -2.65 0.236
H 3.01 4.12 -1.18 0.237
H 2.69 3.33 0.43 0.221
H 1.48 3.31 -0.81 0.218
H 2.82 0.31 1.08 0.198
N 0.88 -0.44 1.13 -0.367
O -2.32 -1.79 0.28 -0.501
O -1.38 -1.57 2.38 -0.543
S 3.01 1.76 -1.47 0.237
```

Best to worst by energy: 2, 1.

--- 1 ---
C6H9N2 | ωB97M-V/def2-TZVPD

Its net charge is +1. The HOMO energy is -14.63 eV. As for the HOMO-LUMO gap: 7.43 eV.

```
17
Properties=species:S:1:pos:R:3:nbo_charge:R:1
C 0.54 0.35 1.35 0.418
C 0.15 -0.77 0.69 0.122
C -0.78 0.29 -1.09 0.419
C 0.84 1.35 2.09 -0.437
C 0.83 -2.08 1.17 -0.617
C -0.89 0.37 -2.64 -0.634
N -0.43 -0.84 -0.45 -0.269
N -1.19 1.25 -0.36 -0.548
H 0.26 2.11 2.65 0.339
H 1.94 1.46 2.33 0.323
H 0.09 -2.60 1.78 0.260
H 1.60 -1.75 1.85 0.225
H 1.07 -2.66 0.24 0.277
H -0.01 -0.03 -3.11 0.248
H -0.98 1.46 -2.88 0.234
H -1.81 -0.07 -2.90 0.258
H -1.25 2.19 -0.72 0.381
```

--- 2 ---
C6H9N2 | ωB97M-V/def2-TZVPD

Its net charge is +1. The HOMO energy (alpha / beta) is -12.80 / -12.80 eV. As for the HOMO-LUMO gap (alpha / beta): 7.99 / 7.99 eV. The SMILES is C=C(C)[n+]1ccc[nH]1.

```
17
Properties=species:S:1:pos:R:3:nbo_charge:R:1
C -2.34 -0.64 0.06 -0.300
C -2.29 0.76 -0.12 0.097
C -1.03 -1.05 0.00 0.070
C 1.67 1.55 0.06 -0.381
C 1.15 0.05 0.00 0.196
C 1.86 -1.23 -0.03 -0.713
N -1.04 1.13 -0.09 -0.287
N -0.22 0.01 0.05 -0.154
H -3.23 -1.30 0.11 0.280
H -3.07 1.41 -0.18 0.250
H -0.71 -2.04 -0.03 0.256
H 1.07 2.44 -0.03 0.193
H 2.75 1.66 -0.09 0.236
H 1.52 -2.10 0.68 0.253
H 1.80 -1.75 -0.98 0.264
H 2.87 -0.99 0.44 0.284
H -0.78 2.09 0.15 0.456
```

--- 3 ---
C6H9N2 | ωB97M-V/def2-TZVPD

Its net charge is +1. The HOMO energy (alpha / beta) is -14.95 / -14.95 eV. As for the HOMO-LUMO gap (alpha / beta): 7.88 / 7.88 eV.

```
17
Properties=species:S:1:pos:R:3:nbo_charge:R:1
C -0.02 1.31 0.32 0.433
C 1.47 0.17 0.13 0.391
C 0.05 -0.14 0.69 -0.304
C 2.61 -0.63 -0.33 -0.695
C -2.39 0.14 -0.16 -0.023
C -1.14 -0.78 0.04 -0.512
N 1.42 1.41 0.22 -0.334
N -0.88 1.99 -0.29 -0.374
H 0.14 -0.34 1.72 0.272
H 2.51 -1.61 -0.49 0.245
H 3.45 -0.42 0.38 0.287
H 2.99 -0.13 -1.27 0.278
H -2.72 0.16 -1.18 0.238
H -1.81 1.55 -0.31 0.294
H -3.12 0.30 0.53 0.229
H -0.99 -1.51 -0.83 0.285
H -1.56 -1.46 0.83 0.291
```

--- 4 ---
C6H9N2 | ωB97M-V/def2-TZVPD

Its net charge is +1. The HOMO energy (alpha / beta) is -11.70 / -11.70 eV. As for the HOMO-LUMO gap (alpha / beta): 5.92 / 5.92 eV.

```
17
Properties=species:S:1:pos:R:3:nbo_charge:R:1
C -0.64 -1.13 1.54 -0.502
C -0.65 0.27 1.65 0.181
C -0.39 -1.81 0.41 0.677
C -0.68 1.14 0.46 -0.502
C 0.83 1.36 -0.02 -0.526
C 1.47 0.43 -0.94 0.131
N -0.46 -2.30 -0.66 -0.471
N 0.82 0.08 -2.00 -0.742
H -0.56 -1.66 2.45 0.297
H -0.65 0.57 2.62 0.224
H -1.27 0.48 -0.30 0.224
H -1.08 2.13 0.63 0.274
H 0.94 2.44 -0.42 0.276
H 1.45 1.33 0.84 0.232
H 1.17 -0.65 -2.67 0.399
H -0.17 0.36 -2.40 0.352
H -0.13 -3.06 -1.20 0.474
```

Best to worst by energy: 2, 1, 4, 3.

--- 1 ---
C3H8N4O2 | ωB97M-V/def2-TZVPD

The HOMO energy is -8.98 eV. As for the HOMO-LUMO gap: 9.04 eV.

```
17
Properties=species:S:1:pos:R:3:nbo_charge:R:1
C 0.50 -0.63 -1.98 -0.525
C 0.32 1.42 -0.43 0.600
C -0.37 -0.86 0.21 0.751
H 0.07 -0.06 -3.00 0.211
H -0.27 -1.61 -1.67 0.325
H 1.72 -0.57 -2.18 0.234
H -1.00 2.33 -1.73 0.377
H 0.64 3.37 -1.51 0.412
H 1.17 2.58 1.17 0.382
H 0.55 0.27 1.87 0.430
H 0.29 -2.45 1.74 0.380
N -0.13 0.12 -0.70 -0.516
N 0.36 2.27 -1.61 -0.823
N 0.94 1.58 0.72 -0.771
N -0.33 -0.45 1.65 -0.367
O -0.85 -1.97 -0.17 -0.619
O -0.61 -1.55 2.42 -0.480
```

--- 2 ---
C3H8N4O2 | ωB97M-V/def2-TZVPD

The HOMO energy (alpha / beta) is -8.61 / -8.65 eV. As for the HOMO-LUMO gap (alpha / beta): 8.41 / 7.68 eV.

```
17
Properties=species:S:1:pos:R:3:nbo_charge:R:1
C 1.44 0.93 -0.22 -0.586
C -0.05 0.35 -0.24 -0.423
C -0.20 -0.88 0.60 -0.073
N -4.06 -1.35 -0.78 -0.459
N -3.45 -0.60 -0.07 0.142
N -4.15 2.00 0.08 0.203
N -2.40 -0.60 0.45 -0.005
O -4.46 0.98 0.53 -0.154
O -1.36 -1.52 0.11 -0.369
H 2.01 -0.01 -0.24 0.194
H 1.67 1.45 -1.02 0.197
H 1.55 1.56 0.72 0.201
H -0.21 0.17 -1.26 0.203
H -0.78 1.14 0.02 0.211
H 0.57 -1.58 0.38 0.191
H -0.27 -0.65 1.67 0.185
H -4.82 -0.88 -1.34 0.341
```

--- 3 ---
C3H8N4O2 | ωB97M-V/def2-TZVPD

The HOMO energy is -9.26 eV. As for the HOMO-LUMO gap: 9.93 eV. The SMILES is [H]/N=C(/C/C(=N\[H])NO)NO.

```
17
Properties=species:S:1:pos:R:3:nbo_charge:R:1
C -0.39 1.01 -0.30 -0.546
N 0.14 -1.33 -1.00 -0.390
N -1.00 -0.03 1.86 -0.334
C 0.38 0.02 -1.15 0.422
C -0.14 0.79 1.17 0.411
O -0.69 -1.80 -2.04 -0.555
O -0.30 -0.88 2.73 -0.561
N 0.91 1.29 1.76 -0.724
N 1.24 0.45 -2.01 -0.613
H -0.20 -1.56 -2.86 0.470
H 0.45 -0.30 3.03 0.501
H -0.28 -1.59 -0.11 0.365
H -1.75 -0.50 1.36 0.378
H 1.45 1.86 1.09 0.359
H 1.70 -0.37 -2.43 0.334
H -0.09 2.03 -0.57 0.255
H -1.45 0.90 -0.52 0.230
```

Best to worst by energy: 3, 1, 2.

--- 1 ---
C9H30N6O9 | ωB97M-V/def2-TZVPD

The HOMO energy is -9.53 eV. As for the HOMO-LUMO gap: 9.71 eV. The SMILES is NC(N)=O.NC(N)=O.NC(N)=O.OCCO.OCCO.OCCO.

```
54
Properties=species:S:1:pos:R:3:nbo_charge:R:1
C -0.37 -3.24 -3.91 -0.075
C -0.12 -3.30 -5.46 -0.085
O -1.03 -2.47 -6.13 -0.755
O -1.68 -3.85 -3.74 -0.735
H -0.31 -2.22 -3.53 0.174
H 0.41 -3.82 -3.41 0.182
H -0.21 -4.30 -5.88 0.165
H 0.86 -2.93 -5.78 0.163
H -1.01 -2.47 -7.09 0.485
H -2.19 -3.76 -4.55 0.480
C 4.52 4.32 3.61 -0.086
C 2.97 4.30 3.86 -0.097
O 2.51 5.61 3.35 -0.734
O 4.97 3.94 2.37 -0.702
H 4.90 3.63 4.36 0.170
H 4.86 5.34 3.77 0.168
H 2.65 4.24 4.90 0.191
H 2.53 3.48 3.29 0.178
H 2.84 5.75 2.46 0.451
H 4.78 4.64 1.75 0.460
C -5.29 -1.27 -0.33 -0.114
C -6.66 -1.63 -0.78 -0.085
O -7.44 -2.12 0.33 -0.721
O -4.80 -2.47 0.26 -0.734
H -5.02 -0.52 0.41 0.188
H -4.78 -1.01 -1.26 0.169
H -6.45 -2.42 -1.49 0.157
H -7.28 -0.87 -1.27 0.188
H -6.79 -2.46 0.95 0.474
H -4.26 -2.81 -0.45 0.478
C 4.54 -2.13 5.28 0.766
O 4.19 -2.36 4.17 -0.632
N 5.77 -2.09 5.80 -0.883
N 3.67 -1.77 6.24 -0.842
H 6.16 -1.16 5.88 0.397
H 6.30 -2.74 5.24 0.388
H 3.97 -1.43 7.14 0.407
H 2.74 -1.86 5.86 0.400
C -2.60 2.73 -4.57 0.751
O -2.81 2.68 -5.80 -0.697
N -3.29 3.38 -3.68 -0.831
N -1.62 1.98 -4.08 -0.839
H -4.12 3.74 -4.13 0.412
H -3.19 3.35 -2.67 0.404
H -1.16 1.35 -4.73 0.414
H -1.37 2.03 -3.10 0.384
C 0.88 0.25 0.66 0.754
O 0.18 1.22 0.63 -0.671
N 2.18 0.24 0.43 -0.837
N 0.47 -0.93 1.07 -0.837
H 2.63 1.13 0.27 0.407
H 2.69 -0.63 0.48 0.392
H -0.48 -0.84 1.40 0.403
H 1.17 -1.44 1.59 0.387
```

--- 2 ---
C9H30N6O9 | ωB97M-V/def2-TZVPD

The HOMO energy is -8.17 eV. As for the HOMO-LUMO gap: 7.85 eV.

```
54
Properties=species:S:1:pos:R:3:nbo_charge:R:1
C 14.89 -13.75 3.04 -0.067
C 13.90 -13.88 1.77 -0.117
O 14.45 -13.10 0.76 -0.685
O 16.13 -14.30 2.78 -0.755
H 14.53 -14.28 3.93 0.175
H 14.98 -12.69 3.26 0.163
H 12.99 -13.46 2.20 0.178
H 13.72 -14.92 1.48 0.185
H 13.64 -12.94 0.26 0.501
H 16.31 -14.06 1.86 0.479
C 16.66 -18.93 3.62 -0.136
C 16.83 -19.36 2.07 -0.099
O 16.43 -20.67 1.69 -0.696
O 15.36 -18.44 3.68 -0.732
H 17.35 -18.16 3.96 0.180
H 16.91 -19.68 4.37 0.202
H 17.87 -19.19 1.78 0.186
H 16.29 -18.60 1.50 0.191
H 15.47 -20.68 1.67 0.470
H 15.06 -18.57 4.58 0.508
C 17.15 -13.81 -0.42 -0.136
C 17.79 -15.09 0.25 -0.060
O 19.19 -14.96 0.61 -0.726
O 16.91 -12.95 0.60 -0.716
H 16.17 -14.21 -0.67 0.239
H 17.72 -13.52 -1.30 0.181
H 17.70 -15.94 -0.43 0.172
H 17.34 -15.36 1.21 0.135
H 19.62 -15.54 -0.02 0.474
H 17.73 -12.75 1.07 0.482
C 12.81 -17.01 -1.80 0.745
O 12.14 -16.94 -2.86 -0.701
N 14.10 -17.19 -1.82 -0.871
N 12.36 -16.89 -0.58 -0.845
H 14.63 -16.85 -1.03 0.387
H 14.52 -17.08 -2.74 0.402
H 11.37 -16.79 -0.40 0.400
H 13.05 -16.96 0.16 0.373
C 14.91 -13.74 -2.22 0.736
O 14.76 -14.38 -3.22 -0.678
N 15.21 -12.48 -2.10 -0.844
N 14.66 -14.31 -1.11 -0.889
H 15.79 -11.95 -2.73 0.401
H 15.01 -12.04 -1.22 0.378
H 14.90 -13.78 -0.28 0.388
H 14.46 -15.30 -1.05 0.433
C 14.93 -16.78 0.94 0.801
O 14.52 -16.13 -0.06 -0.740
N 16.10 -16.65 1.49 -0.765
N 14.29 -17.68 1.65 -0.857
H 16.83 -16.05 1.15 0.357
H 16.27 -17.29 2.26 0.393
H 13.40 -18.04 1.33 0.394
H 14.63 -18.13 2.49 0.426
```

Best to worst by energy: 1, 2.